(1)
97
Properties=species:S:1:pos:R:3:mulliken_charge:R:1 method="wB97M-V/def2-TZVPD" de_lowest_kcal_mol=0.0 energy_ev=-44810.5059 smiles="C[N+](=O)[O-].CCOCC.CCOCC.CCOCC.CCOCC.CCOCC.CCOCC" gap_ev=9.8
C 4.18618 -0.34853 8.48900 -0.79
N 3.35222 -1.45093 9.04548 0.85
O 3.88432 -2.26226 9.77137 -0.29
O 2.21036 -1.54246 8.66536 -0.58
H 4.07815 -0.42712 7.40731 0.45
H 5.22356 -0.53885 8.73583 0.26
H 3.82022 0.62661 8.78705 0.06
C 7.54077 -3.22973 12.00920 -1.17
C 7.10518 -3.75358 10.62553 0.53
O 7.77804 -4.97991 10.38698 -0.42
C 7.14243 -6.19255 10.79623 0.49
C 8.20845 -7.25423 10.64140 -1.46
H 8.59496 -3.50508 12.08612 0.47
H 7.48595 -2.14386 12.08850 0.21
H 7.00597 -3.73708 12.80967 0.18
H 6.01566 -3.87440 10.67000 -0.26
H 7.31031 -3.08827 9.78884 0.31
H 6.75435 -6.13352 11.81653 0.06
H 6.32942 -6.39373 10.08395 0.04
H 7.75202 -8.22621 10.42528 0.39
H 8.82614 -7.27284 11.53645 0.33
H 8.77494 -7.08733 9.72669 0.36
C 4.05740 -5.18311 7.92280 -1.04
C 3.12467 -4.61278 6.86383 0.20
O 3.88602 -4.29010 5.70686 -0.39
C 3.05851 -3.94609 4.58451 -0.21
C 2.19623 -5.12304 4.10600 -1.17
H 4.26880 -6.23277 7.72358 0.47
H 4.98853 -4.61473 7.87034 0.29
H 3.62743 -5.03279 8.91220 0.10
H 2.33306 -5.33894 6.66656 0.31
H 2.71511 -3.66525 7.23206 -0.12
H 2.44710 -3.09340 4.88366 0.22
H 3.81773 -3.75873 3.82871 0.33
H 2.64457 -6.10682 4.23515 0.30
H 2.06101 -5.02927 3.02414 0.38
H 1.20027 -5.09928 4.54711 0.33
C 3.10792 3.00904 10.31827 -0.59
C 1.76806 2.76556 10.98308 -0.44
O 1.16338 1.80789 10.10908 -0.16
C -0.21055 1.57445 10.29393 -0.48
C -0.49993 0.43536 9.29635 -0.78
H 3.71525 2.10849 10.30410 -0.36
H 2.95495 3.48163 9.34688 0.40
H 3.70878 3.80840 10.77574 0.42
H 1.81075 2.40123 12.01050 0.27
H 1.22967 3.71943 10.91777 0.41
H -0.50494 1.29372 11.31037 0.33
H -0.83332 2.42285 9.98081 0.36
H -1.53071 0.06614 9.32136 0.41
H 0.16377 -0.40664 9.45889 -0.17
H -0.44906 0.83534 8.28224 0.37
C -3.51779 -3.30320 11.95502 -1.17
C -2.07581 -3.61262 11.65510 -0.30
O -1.28128 -2.48990 11.93195 -0.37
C 0.06468 -2.61846 11.48337 -0.13
C 0.88458 -1.49926 12.10645 -0.53
H -3.91408 -2.63173 11.19337 0.28
H -4.17145 -4.17202 11.83036 0.39
H -3.59907 -2.98473 12.99220 0.30
H -1.63817 -4.48988 12.16122 0.31
H -1.95223 -3.92844 10.60181 0.30
H 0.43558 -3.59205 11.82968 0.40
H 0.01320 -2.57620 10.39089 0.17
H 1.62598 -1.16567 11.37372 -0.30
H 1.44045 -1.77711 12.99686 0.38
H 0.23282 -0.63487 12.22965 0.30
C 3.53430 -4.46810 12.48605 -0.46
C 4.08715 -5.77170 13.04826 -0.15
O 2.93045 -6.47964 13.44998 -0.35
C 3.12821 -7.80583 13.90672 -0.41
C 3.91594 -8.66644 12.94068 -1.07
H 2.78497 -4.58067 11.70857 0.13
H 2.99700 -3.99346 13.31617 0.39
H 4.34786 -3.78856 12.23149 -0.10
H 4.52964 -6.29665 12.19359 0.02
H 4.85641 -5.62082 13.81004 0.32
H 3.58481 -7.79538 14.90478 0.31
H 2.16936 -8.29795 14.08779 0.33
H 4.97864 -8.43628 13.01058 0.30
H 3.48391 -8.70465 11.94606 0.26
H 3.82847 -9.67091 13.37751 0.43
C 7.63283 1.94048 9.28754 -1.16
C 6.93574 2.13445 10.63036 -0.28
O 6.10499 1.04000 10.88465 -0.07
C 5.50390 1.04212 12.14937 -0.81
C 4.46513 -0.08379 12.18417 0.43
H 7.82309 0.86987 9.17487 0.24
H 7.00970 2.26571 8.45291 0.27
H 8.61479 2.39753 9.17931 0.39
H 7.75503 2.20993 11.36118 0.31
H 6.39395 3.08291 10.71490 0.29
H 6.26669 0.93188 12.93646 0.50
H 5.04644 2.03306 12.30698 0.32
H 4.96035 -1.01446 11.90208 -0.30
H 3.84094 0.09757 11.30533 -0.62
H 3.89840 -0.14618 13.10505 0.50

(2)
101
Properties=species:S:1:pos:R:3:mulliken_charge:R:1 method="wB97M-V/def2-TZVPD" s_squared=0.755 energy_ev=-67918.7119 spin_multiplicity=2 gap_ev="8.5 / 3.7" charge=+1
Ca -0.78763 2.66566 0.43029 1.38
C -0.01804 -0.03162 0.23109 0.42
O -0.01134 -1.23837 0.13276 1.00
O 0.09771 0.57951 1.28863 -0.58
O -0.31987 0.69676 -0.73010 -0.83
C -0.31674 -5.77491 -1.24237 -1.64
C -0.01557 -4.27089 -1.16211 0.88
C 0.37934 -3.61200 -2.54342 -0.69
O -1.16648 -3.61542 -0.77443 -0.30
H 0.60554 -6.28102 -1.52758 0.39
H -1.16215 -5.93401 -1.91176 0.39
H -0.54314 -6.10283 -0.22783 0.44
H 0.76192 -4.11359 -0.41455 0.08
H -0.41352 -3.58956 -3.29106 0.35
H 1.15800 -4.17521 -3.05780 0.51
H 0.78998 -2.63561 -2.28621 -0.20
H -0.78490 -2.79613 -0.45077 0.30
C -1.31841 -2.66998 3.19123 -1.20
C -2.42170 -1.67110 2.68553 1.71
C -3.78114 -1.78476 3.28151 -1.70
O -1.95358 -0.41214 2.82835 -0.55
H -0.36096 -2.61246 2.67347 0.14
H -1.70775 -3.68463 3.10752 0.43
H -0.99384 -2.29496 4.16186 0.30
H -2.46415 -1.97046 1.63830 -0.47
H -3.72636 -1.53244 4.34049 0.39
H -4.23974 -2.77312 3.31186 0.39
H -4.47900 -1.15346 2.73145 0.38
H -1.16362 -0.29804 2.29492 -0.09
C 2.69386 1.29606 5.50724 -1.61
C 2.34477 0.46799 4.24695 0.73
C 1.18445 -0.56199 4.47865 -0.76
O 1.87579 1.29093 3.25771 -0.66
H 3.50684 1.98641 5.28234 0.39
H 3.04689 0.62898 6.29367 0.43
H 1.82992 1.82635 5.90789 0.28
H 3.24574 -0.08828 3.98827 0.18
H 0.26439 -0.03988 4.74132 0.18
H 1.43270 -1.24216 5.29342 0.49
H 1.01906 -1.20340 3.61301 -0.05
H 1.44531 0.80399 2.55119 0.31
C 4.39412 -2.25689 1.62075 -1.76
C 3.14666 -1.68698 0.94021 1.64
C 3.30608 -1.59255 -0.57140 -0.95
O 2.06716 -2.53735 1.16455 -0.71
H 4.80908 -3.10506 1.07623 0.42
H 4.03961 -2.48008 2.62703 0.41
H 5.22038 -1.55368 1.72525 0.33
H 2.89800 -0.69889 1.32743 -0.33
H 4.17222 -0.98069 -0.82343 0.47
H 2.43845 -1.12319 -1.03514 -0.22
H 3.39859 -2.51573 -1.14348 0.34
H 1.27186 -2.04889 0.93982 -0.06
C -2.94232 -1.40129 -2.69056 -1.30
C -1.97351 -0.64593 -3.61895 1.29
C -2.58770 -0.27515 -4.98795 -1.63
O -1.60866 0.61221 -3.08104 -0.40
H -2.84829 -1.14541 -1.63520 0.22
H -2.78242 -2.46941 -2.83774 0.35
H -3.96836 -1.12592 -2.93447 0.35
H -1.04948 -1.20455 -3.76799 -0.13
H -2.96464 -1.13864 -5.53603 0.42
H -1.76515 0.04125 -5.62937 0.39
H -3.33241 0.52076 -4.99198 0.27
H -1.15373 0.39916 -2.26296 -0.17
C 1.69140 -0.10418 -4.18885 -0.94
C 2.50981 0.93859 -3.52178 1.21
C 3.18350 1.90885 -4.46638 -1.50
O 1.63818 1.64468 -2.64143 -0.61
H 2.12524 -0.50548 -5.10474 0.55
H 0.72499 0.24737 -4.55018 0.17
H 1.47761 -0.99516 -3.59848 -0.12
H 3.35029 0.42017 -3.06033 -0.15
H 4.17658 1.52717 -4.70344 0.39
H 3.32549 2.89226 -4.01822 0.33
H 2.59273 1.94447 -5.38170 0.34
H 1.03060 1.03022 -2.22325 0.15
C -1.15020 2.72852 4.66900 -0.95
C -0.76730 3.76636 3.62246 0.36
C 0.23703 4.84945 4.07331 -1.38
O -0.13984 3.10254 2.56706 -0.63
H -1.79436 1.96908 4.22582 0.22
H -1.64465 3.31748 5.44150 0.50
H -0.30310 2.18196 5.08350 -0.04
H -1.64507 4.31639 3.28319 0.48
H -0.21604 5.62295 4.69341 0.43
H 0.64889 5.42014 3.24097 0.34
H 1.10283 4.37797 4.53829 0.27
H 0.49340 2.49825 2.96131 0.23
C -1.28020 4.03366 -3.82736 -1.12
C -2.36415 3.94233 -2.71944 0.26
C -3.63406 3.38366 -3.24959 -0.82
O -1.77011 2.97143 -1.80561 -0.22
H -1.17997 3.09109 -4.36550 0.13
H -0.31497 4.45519 -3.54674 0.32
H -1.70284 4.71371 -4.56696 0.47
H -2.49967 4.88459 -2.18851 0.37
H -3.46805 2.43021 -3.75106 -0.14
H -4.12970 4.04277 -3.96234 0.43
H -4.29323 3.14404 -2.41522 0.33
H -1.72918 2.14195 -2.28716 0.56